Record 1
Molecular formula: C18H32As2AuN2O3
Method: DFT, ωB97M-V/def2-TZVPD

The geometry in XYZ format:
```
58
Properties=species:S:1:pos:R:3:forces:R:3
Au -0.214 0.249 -0.027 0.8 -1.2 0.5
C 2.430 -3.262 -2.452 0.8 0.2 -0.6
N 1.195 -3.556 -1.770 -0.6 1.4 0.9
C 0.731 -4.920 -1.861 -0.4 -0.8 0.3
C 0.566 -2.589 -1.094 0.0 -2.1 -0.3
O 0.952 -1.410 -1.126 -0.2 1.9 0.5
C -0.673 -2.976 -0.287 -0.2 -0.4 -0.6
O -1.012 -2.020 0.701 0.2 0.5 0.1
C -0.700 -2.302 2.047 -0.3 0.0 0.2
C 0.388 -1.386 2.639 -1.0 -1.7 1.6
O 0.871 -0.456 1.976 0.5 1.5 -1.4
N 0.761 -1.611 3.895 0.1 0.5 -1.5
C 1.871 -0.861 4.446 0.5 0.6 0.3
C 0.214 -2.599 4.791 -0.3 -0.6 0.6
H 2.294 -3.348 -3.534 0.0 0.1 0.1
H 3.197 -3.985 -2.159 -0.1 0.1 0.1
H 2.758 -2.254 -2.208 0.0 -0.2 -0.1
H 1.266 -5.420 -2.667 -0.1 0.1 0.0
H -0.336 -4.973 -2.077 0.0 0.0 -0.1
H 0.934 -5.478 -0.942 0.0 0.0 -0.1
H -0.562 -3.971 0.149 -0.1 0.1 0.0
H -1.519 -2.992 -0.987 0.1 -0.2 0.1
H -0.398 -3.346 2.176 0.0 0.1 0.0
H -1.621 -2.129 2.622 0.2 -0.1 0.0
H 2.342 -0.262 3.669 0.0 -0.1 0.1
H 2.611 -1.541 4.870 -0.1 0.0 -0.1
H 1.515 -0.210 5.247 0.0 0.0 0.0
H -0.634 -3.132 4.377 0.0 0.0 0.0
H -0.115 -2.094 5.703 0.0 0.0 -0.1
H 0.987 -3.314 5.083 -0.1 0.0 -0.2
C 2.690 2.309 -2.180 -0.2 -0.4 -0.2
As 1.497 2.136 -0.638 0.5 1.4 0.1
C 2.603 2.589 0.908 0.1 -0.4 0.2
C 0.181 3.578 -0.709 0.0 -0.4 0.0
C 0.476 4.719 -1.450 0.2 -0.1 -0.1
C -0.397 5.797 -1.460 -0.2 -0.1 0.1
C -1.599 5.730 -0.759 0.1 -0.1 -0.1
C -1.919 4.585 -0.044 -0.1 -0.2 0.1
C -1.035 3.511 -0.007 -0.1 -0.2 0.1
As -1.517 1.981 1.090 -0.3 1.1 0.4
C -3.453 1.885 1.239 -0.2 -0.3 -0.2
C -0.961 2.533 2.879 0.1 -0.3 0.1
H 3.325 3.193 -2.062 -0.2 0.0 0.2
H 2.110 2.376 -3.104 0.0 0.0 0.2
H 3.336 1.429 -2.237 -0.1 0.1 0.1
H 3.093 3.554 0.726 -0.2 -0.2 -0.2
H 3.369 1.823 1.054 -0.1 0.1 -0.1
H 1.995 2.664 1.811 0.0 0.0 -0.2
H 1.402 4.784 -2.012 -0.1 0.0 0.0
H -0.150 6.686 -2.018 0.0 0.1 -0.1
H -2.293 6.557 -0.783 0.0 0.1 0.0
H -2.863 4.526 0.492 0.1 0.1 -0.1
H -3.834 2.676 1.897 0.3 -0.1 -0.1
H -3.733 0.920 1.676 0.1 0.1 -0.1
H -3.919 1.960 0.253 0.1 0.0 0.1
H -1.264 3.581 3.009 0.0 -0.3 -0.2
H 0.117 2.454 3.013 -0.1 0.0 -0.1
H -1.460 1.922 3.637 0.0 0.0 -0.2
```
Positions in Å, forces in eV/Å.

- HOMO level (spin up / spin down): -17.57 / -17.88 eV
- Maximum force: 2.5 eV/Å
- Frontier orbital gap (spin up / spin down): 0.328 / 0.162 Eh
- Spin multiplicity: 3
- Total charge: +3

---

Record 2
Molecular formula: C4H7ClS
Method: DFT, ωB97M-V/def2-TZVPD

The geometry in XYZ format:
```
13
Properties=species:S:1:pos:R:3:forces:R:3
C -1.037 -0.741 1.979 0.3 0.4 2.5
C -0.610 0.310 1.040 -0.9 0.4 -1.0
C -0.641 -0.086 -0.430 -0.2 0.7 0.1
C 0.602 0.341 0.200 1.8 -1.1 0.8
H -2.099 -0.524 2.267 0.8 -0.7 -0.3
H -0.419 -0.601 2.911 -0.7 -0.3 -0.6
H -0.858 -1.762 1.660 -0.2 0.0 -0.2
H -1.043 1.287 1.260 0.4 -0.1 0.0
H -0.740 -1.121 -0.573 -0.1 -1.2 -0.2
H -2.425 0.873 -1.705 -1.1 -0.2 0.3
H 0.979 1.305 -0.014 0.2 0.8 -0.3
S -1.124 0.924 -1.757 0.8 0.9 -1.1
Cl 2.041 -0.776 0.328 -1.1 0.5 0.2
```
Positions in Å, forces in eV/Å.

- SMILES: C[C@@H]1[C@@H](S)[C@@H]1Cl
- HOMO level: -9.17 eV
- Maximum force: 2.5 eV/Å
- Frontier orbital gap: 0.369 Eh

---

Record 3
Molecular formula: C3H11NOS2
Method: DFT, ωB97M-V/def2-TZVPD

The geometry in XYZ format:
```
18
Properties=species:S:1:pos:R:3:forces:R:3
N -0.406 -1.014 -2.486 -0.1 0.0 -0.2
C -1.386 -0.347 -1.639 0.0 -0.4 -0.1
C -0.902 0.982 -1.171 1.0 1.3 0.0
S 0.631 0.954 -0.164 -0.4 -0.6 0.3
S 0.098 -0.113 1.527 -0.3 0.6 0.2
C -0.391 1.307 2.603 0.7 -0.7 -0.3
H 0.548 -0.856 -2.197 0.0 0.0 0.2
H -0.564 -2.011 -2.486 0.1 -0.1 0.0
H -2.286 -0.225 -2.237 -0.3 0.2 0.0
H -1.670 -0.918 -0.756 0.0 -0.3 0.2
H -0.524 1.621 -1.970 -0.1 -0.2 -0.5
H -1.628 1.629 -0.695 -0.4 -0.4 0.4
H -1.377 1.673 2.356 -0.1 0.2 -0.2
H -0.364 0.999 3.645 0.0 -0.2 0.0
H 0.424 1.998 2.423 -0.3 0.5 0.2
H 1.322 -1.464 -0.269 0.8 -0.1 0.4
H 2.183 -2.760 0.241 0.4 0.7 0.2
O 1.398 -2.421 -0.182 -1.1 -0.7 -0.7
```
Positions in Å, forces in eV/Å.

- SMILES: CSSCCN.O
- HOMO level: -9.08 eV
- Maximum force: 1.6 eV/Å
- Frontier orbital gap: 0.358 Eh

---

Record 4
Molecular formula: C7H17N2
Method: DFT, ωB97M-V/def2-TZVPD

The geometry in XYZ format:
```
26
Properties=species:S:1:pos:R:3:forces:R:3
C 1.000 1.282 -0.310 -0.4 -1.3 0.4
C 1.746 -1.821 -0.117 3.0 -0.7 -1.2
C -1.386 0.491 -1.473 -0.3 1.8 2.0
C -1.676 -1.236 0.302 -1.0 0.5 -2.2
C -1.589 1.182 1.096 -1.5 1.4 -2.2
C 1.142 -0.811 0.862 -0.9 -0.6 0.0
C -1.111 0.163 0.011 0.3 0.5 0.3
N 0.397 0.227 0.125 0.5 -0.8 0.3
N 2.283 1.492 -0.219 1.5 5.1 -2.6
H 0.355 1.986 -0.775 0.2 0.9 -0.4
H 2.473 -1.375 -0.912 -1.6 -0.1 1.1
H 2.525 -2.507 0.359 -1.5 0.7 0.0
H 1.039 -2.463 -0.678 0.1 0.6 0.6
H -1.176 1.540 -1.634 -0.5 0.3 -0.3
H -0.734 -0.023 -2.080 1.7 -1.5 -1.3
H -2.352 0.263 -1.829 -1.4 -0.1 0.1
H -1.216 -1.637 1.205 -0.9 -0.5 -0.3
H -1.525 -1.828 -0.682 -0.1 0.3 2.1
H -2.811 -1.061 0.381 1.7 -0.6 0.2
H -2.233 0.677 1.771 -0.5 -0.3 0.9
H -0.819 1.732 1.624 0.3 -0.3 0.1
H -2.228 1.996 0.594 0.8 -1.2 0.7
H 0.279 -1.333 1.399 2.3 0.8 0.1
H 1.923 -0.314 1.514 -1.1 -0.8 -0.4
H 2.684 2.406 -0.706 -1.4 -2.7 1.5
H 3.009 0.972 0.172 0.7 -1.5 0.8
```
Positions in Å, forces in eV/Å.

- SMILES: CCN(C=[NH2+])C(C)(C)C
- HOMO level: -14.17 eV
- Maximum force: 5.9 eV/Å
- Frontier orbital gap: 0.414 Eh
- Total charge: +1

---

Look up the maximum force of the first one. 2.5 eV/Å

---

What is the formula in the first record? C18H32As2AuN2O3

---

What is the maximum force in the second record? 2.5 eV/Å

---

What is the formula in the second record? C4H7ClS